No. 1
Formula: C18H19CrN9SSe
Source: the OMol25 dataset
Level of theory: ωB97M-V/def2-TZVPD

XYZ file:
```
49
Properties=species:S:1:pos:R:3:lowdin_spin:R:1
Cr -0.7303 1.4395 0.8780 3.68
N -0.7165 0.5307 4.9625 0.01
C -0.2438 1.3761 4.0542 0.02
N -0.6135 0.9482 2.8576 0.02
C -1.3379 -0.1890 3.1309 0.02
N -1.4144 -0.4774 4.3963 0.01
C -1.9346 -0.9027 1.9970 0.03
C -2.5592 -2.1352 2.0590 -0.01
N -3.0433 -2.7195 0.9686 0.02
C -2.9191 -2.0663 -0.1826 0.00
C -2.3064 -0.8268 -0.2592 0.03
N -1.8034 -0.2441 0.8319 0.02
H -0.6259 0.5774 5.9679 0.00
H 0.3496 2.2486 4.2759 0.00
H -2.6642 -2.6495 3.0077 0.00
H -3.3227 -2.5413 -1.0681 0.00
H -2.2252 -0.2826 -1.1907 0.00
C -1.3944 3.1849 -3.2281 0.00
N -0.4291 3.9757 -2.4677 0.00
C 0.5935 4.7332 -3.0266 0.00
C 1.2241 5.3588 -2.0174 0.00
N 0.5775 4.9636 -0.8602 0.00
C -0.4345 4.1322 -1.1378 0.02
S -1.5484 3.4760 0.0040 0.05
H -0.9686 2.9651 -4.2021 0.00
H -2.3235 3.7369 -3.3520 0.00
H -1.6004 2.2628 -2.6949 0.00
H 0.7700 4.7647 -4.0879 0.00
H 2.0560 6.0401 -2.0199 0.00
H 0.7910 5.2803 0.0723 0.00
C 1.0694 -0.9363 -2.4473 0.00
N 1.3905 -1.2697 -1.0645 0.00
C 1.6691 -0.4056 -0.0774 0.02
Se 1.5966 1.4718 -0.1316 0.05
N 1.9907 -1.1314 1.0074 0.01
C 1.9302 -2.5001 0.7251 0.00
C 2.1715 -3.6283 1.4961 0.00
C 1.9915 -4.8492 0.8720 0.00
C 1.5874 -4.9375 -0.4686 0.00
C 1.3570 -3.8067 -1.2324 0.00
C 1.5407 -2.5863 -0.5986 0.00
H 1.0378 0.1430 -2.5468 0.00
H 0.1070 -1.3679 -2.7187 0.00
H 1.8370 -1.3372 -3.1061 0.00
H 2.3338 -0.7100 1.8550 0.00
H 2.4942 -3.5601 2.5276 0.00
H 2.1738 -5.7591 1.4286 0.00
H 1.4579 -5.9132 -0.9170 0.00
H 1.0614 -3.8769 -2.2715 0.00
```

Calculated values
Total charge   +2
Strongest force on any atom   1.3 eV/A
Spin multiplicity   5
Energy above the lowest of the compared OMol25 structures with the same formula, charge and spin   0.787 eV
LUMO (alpha / beta)   -6.33 / -6.63 eV


No. 2
Formula: C34H57HoN3O2Si
Source: the OMol25 dataset
Level of theory: ωB97M-V/def2-TZVPD

XYZ file:
```
98
Properties=species:S:1:pos:R:3:lowdin_spin:R:1
O 0.4312 -2.7173 -1.7282 0.00
O -1.0834 -2.0174 -3.4879 0.00
C 1.8247 -2.7606 -2.2239 0.00
C 2.7368 -3.4079 -1.2137 0.00
H 2.0985 -1.7133 -2.4044 0.00
H 1.8293 -3.2920 -3.1870 0.00
H 2.7670 -2.8404 -0.2742 0.00
H 3.7501 -3.4260 -1.6235 0.00
H 2.4513 -4.4439 -1.0023 0.00
C -0.1512 -4.0431 -1.4033 0.00
C -0.1732 -4.9829 -2.5797 0.00
H -1.1574 -3.8117 -1.0358 0.00
H 0.4526 -4.4230 -0.5715 0.00
H -0.6378 -4.5237 -3.4652 0.00
H -0.7603 -5.8749 -2.3285 0.00
H 0.8388 -5.3202 -2.8396 0.00
C -2.5124 -1.8360 -3.1182 0.00
C -0.5787 -1.3143 -4.6808 0.00
C -3.2930 -3.0476 -3.5426 0.00
H -2.8517 -0.9235 -3.6224 0.00
H -2.5201 -1.6871 -2.0321 0.00
H -3.2417 -3.2007 -4.6276 0.00
H -4.3449 -2.9130 -3.2766 0.00
H -2.9327 -3.9505 -3.0343 0.00
C -0.9699 -2.0855 -5.9140 0.00
H 0.5054 -1.2514 -4.5441 0.00
H -1.0112 -0.3055 -4.6653 0.00
H -0.7246 -3.1529 -5.8205 0.00
H -0.4216 -1.6929 -6.7743 0.00
H -2.0406 -1.9829 -6.1254 0.00
H -0.3600 -2.2143 -2.6324 0.00
N 1.6645 1.0688 2.2690 -0.01
C 1.5312 2.3656 2.6075 0.00
C 0.3521 3.1023 2.3742 0.00
C -0.9594 2.6965 2.0530 0.00
C 2.7178 3.0625 3.1987 0.00
H 3.5353 3.1550 2.4706 0.00
H 3.1063 2.5374 4.0792 0.00
H 2.4346 4.0702 3.5103 0.00
C -1.9745 3.7778 1.8348 0.00
H -2.7547 3.7667 2.6071 0.00
H -2.4552 3.6855 0.8522 0.00
H -1.4826 4.7525 1.8713 0.00
N -1.4119 1.4198 2.0111 -0.01
C 2.9019 0.3470 2.4813 0.00
C 3.8404 0.2475 1.4294 0.00
C 3.6206 0.9827 0.1439 0.00
C 4.9830 -0.5310 1.6150 0.00
H 5.7062 -0.6234 0.7984 0.00
C 5.1942 -1.1683 2.8382 0.00
H 6.0693 -1.8040 2.9653 0.00
C 4.3047 -0.9920 3.9013 0.00
H 4.4926 -1.4540 4.8780 0.00
C 3.1515 -0.2246 3.7414 0.00
C 2.1653 -0.0573 4.8563 0.00
C -2.7810 1.0824 2.3276 0.00
C -3.7075 0.7717 1.3052 0.00
C -3.3926 1.0844 -0.1242 0.00
C -4.9596 0.2621 1.6464 0.00
H -5.6768 0.0276 0.8496 0.00
C -5.2891 0.0717 2.9858 0.00
H -6.2346 -0.3995 3.2485 0.00
C -4.4211 0.4956 3.9959 0.00
H -4.6913 0.4054 5.0530 0.00
C -3.1674 1.0217 3.6799 0.00
C -2.2025 1.4638 4.7378 0.00
Ho 0.0718 0.0121 1.1936 4.04
H 3.3605 0.2958 -0.6756 0.00
H 4.5285 1.5243 -0.1645 0.00
H 2.8174 1.7225 0.2182 0.00
H 1.6416 0.9023 4.8236 0.00
H 2.6770 -0.1386 5.8252 0.00
H 1.3889 -0.8297 4.8277 0.00
H -3.9894 0.4507 -0.7932 0.00
H -2.3357 0.9303 -0.3839 0.00
H -3.6438 2.1315 -0.3590 0.00
H -1.2637 0.8976 4.7000 0.00
H -2.6493 1.3181 5.7264 0.00
H -1.9397 2.5253 4.6464 0.00
H 0.4779 4.1780 2.4841 0.00
C 0.3307 0.5929 -1.1007 -0.01
Si 0.4759 2.2391 -1.9512 0.00
H 1.1918 -0.0455 -1.3762 0.00
H -0.5764 0.0393 -1.4368 0.00
C 1.6926 2.1588 -3.3903 0.00
C 1.0612 3.6669 -0.8847 0.00
C -1.1984 2.7568 -2.6308 0.00
H -1.7480 1.9101 -3.0644 0.00
H -1.0432 3.5069 -3.4212 0.00
H -1.8260 3.2086 -1.8490 0.00
H 2.6513 1.7064 -3.0976 0.00
H 1.8999 3.1784 -3.7501 0.00
H 1.2884 1.5783 -4.2320 0.00
H 1.8910 3.4164 -0.2149 0.00
H 0.2456 4.0686 -0.2712 0.00
H 1.4119 4.4732 -1.5466 0.00
N -0.6552 -2.2008 3.8636 0.00
C -0.3643 -1.4880 2.9715 -0.01
```

Calculated values
Total charge   +1
Strongest force on any atom   3.0 eV/A
Spin multiplicity   5
LUMO (alpha / beta)   -2.26 / -2.23 eV


No. 3
Formula: C8H12N4O
Source: the OMol25 dataset
Level of theory: ωB97M-V/def2-TZVPD

XYZ file:
```
25
Properties=species:S:1:pos:R:3:nbo_charge:R:1
C 3.0125 -1.5718 -0.5040 -0.02
C 1.6111 -1.1969 -0.1813 0.19
C 1.7088 0.1739 0.4019 0.06
C -0.8779 -1.4314 0.1744 0.76
C -1.9298 1.2921 0.6072 -0.62
C -3.7744 -0.2554 -0.3220 -0.63
C 3.4796 1.8343 0.3364 -0.39
C -2.3678 0.3418 -0.5119 -0.05
N 3.7588 -0.5238 -0.3113 -0.19
N 2.9729 0.5131 0.2846 -0.23
N 0.5115 -1.8366 -0.4446 -0.37
N -1.5171 -0.7440 -0.7128 -0.63
O -1.0678 -1.8820 1.2436 -0.59
H 3.3346 -2.4120 -1.0418 0.22
H -2.7546 1.7647 1.0582 0.21
H -1.4147 0.9267 1.5766 0.22
H -1.1875 2.0020 0.2274 0.20
H -4.6673 0.4460 -0.2878 0.20
H -4.0518 -0.9045 0.5498 0.21
H -3.8352 -0.9775 -1.1624 0.21
H 4.0705 1.9466 1.1463 0.21
H 4.1282 1.9248 -0.5386 0.22
H 2.5918 2.3575 0.4183 0.24
H -2.3838 0.9978 -1.2870 0.18
H 0.6494 -2.7853 -0.7195 0.41
```

Calculated values
Strongest force on any atom   5.2 eV/A
Energy above the lowest of the compared OMol25 structures with the same formula, charge and spin   6.020 eV
LUMO (alpha / beta)   -2.51 / -2.51 eV